Record 1
Computed, not measured: a molecular structure, C33H50BrCrF3N4OSi, with wB97M-V/def2-TZVPD.

LUMO (spin up / spin down): -0.197 / -0.208 Ha
2S+1: 5
HOMO energy (spin up / spin down): -13.8 / -13.8 eV
total charge: +2

Each line ends with the Löwdin spin population.
Geometry (Å):
Br: -2.223277 -0.120557 -0.477838  0.040
Cr: 0.172226 -0.078800 0.039240  3.831
Si: -5.036636 -0.179935 -0.997036  -0.003
F: -0.212635 -6.714800 2.137294  0.000
F: -1.686108 -5.838230 3.464927  0.000
F: 0.417743 -5.767040 3.981854  0.001
O: -1.169273 4.296079 -4.413065  0.000
N: 0.375603 1.752546 -0.936005  0.000
N: 2.209389 -0.058238 0.465051  0.002
N: -0.411335 2.354819 -5.290462  0.000
N: 0.004158 -1.918511 1.016431  0.003
C: -4.557938 2.496959 -0.058301  0.001
C: 3.990222 -0.222391 2.054014  -0.001
C: -0.789216 -2.048054 2.092152  0.013
C: -0.453286 -5.699626 2.968922  0.001
C: -6.323397 -1.044455 -3.255200  0.000
C: -2.627901 2.427694 -6.438386  0.000
C: -1.124665 2.648771 -6.543917  0.000
C: -0.021530 1.864286 -2.216592  0.013
C: 4.477898 0.210452 -0.243067  -0.001
C: 2.651209 -0.234546 1.722977  0.015
C: -5.546499 -0.055972 1.797977  0.000
C: -4.746931 2.217653 -2.504288  0.000
C: -4.951893 -1.220770 -2.562446  -0.001
C: -0.462855 -0.132518 -5.149604  0.000
C: -0.307612 -4.366917 2.259344  0.008
C: 0.640426 -3.006397 0.561902  0.014
C: 0.382769 1.132354 -5.241887  0.000
C: 4.923950 0.003327 1.053966  0.010
C: 3.123420 0.160030 -0.497153  0.014
C: -0.974460 -3.251092 2.739629  -0.001
C: 0.941237 2.817805 -0.350974  0.013
C: -7.022915 -1.488519 0.360393  0.000
C: -0.539429 3.257894 -4.296580  0.000
C: -4.726680 -2.710488 -2.265339  0.000
C: -3.834459 -0.795379 -3.531930  0.001
C: -5.568873 -1.018874 0.602102  -0.001
C: 0.665544 4.134792 -2.312491  0.009
C: -5.262500 1.682308 -1.159613  -0.001
C: 0.516473 -4.246972 1.154282  -0.001
C: -4.705415 -2.235066 0.986964  0.001
C: 1.103940 4.022427 -1.004713  -0.001
C: 0.110112 3.026887 -2.946609  0.000
C: -6.787668 1.925510 -1.070133  0.000
H: -7.091932 -2.246415 -0.421642  0.000
H: 1.897447 -0.384180 2.485832  0.003
H: -0.926329 3.687367 -6.804694  0.000
H: -3.904005 0.242478 -3.844622  0.000
H: -5.861650 -0.608146 2.687483  0.000
H: -5.062001 -2.608933 1.951131  0.000
H: -3.673697 2.054400 -2.621743  0.000
H: -4.654142 -3.241264 -3.218499  0.000
H: 1.541391 4.862674 -0.484429  0.000
H: -4.744277 3.556110 -0.256291  0.000
H: -7.345481 1.396701 -1.847793  0.000
H: -4.546442 0.338583 1.986153  0.000
H: -1.638164 -3.321051 3.590050  0.000
H: -4.920419 3.296631 -2.531899  0.000
H: -6.341159 -1.675197 -4.147968  0.000
H: -6.237460 0.777876 1.678203  0.000
H: -4.781885 -3.050819 0.274781  0.000
H: 2.743923 0.299020 -1.501702  0.003
H: -6.971947 2.994631 -1.204107  0.000
H: 0.984703 1.095912 -6.151301  0.000
H: 1.263391 -2.874861 -0.314329  0.003
H: 1.044391 -5.101589 0.755400  0.000
H: -6.501335 -0.016468 -3.575268  0.000
H: -3.797259 -2.880581 -1.719657  0.000
H: -3.057226 3.107150 -5.703433  0.000
H: 4.288768 -0.384006 3.080049  0.000
H: -1.301612 -1.154804 2.426352  0.003
H: 1.252760 2.699288 0.679438  0.003
H: 0.172594 -1.002991 -4.976113  0.000
H: -0.693102 2.009655 -7.313579  0.000
H: -5.268955 1.786245 -3.358397  0.000
H: 1.079379 1.195835 -4.408127  0.000
H: -3.912129 -1.417055 -4.428919  0.000
H: -7.200041 1.641914 -0.100513  0.000
H: -3.653527 -1.968940 1.092960  0.001
H: -0.504409 0.992518 -2.637259  0.003
H: -2.851938 -0.960631 -3.091632  0.001
H: 0.717328 5.073362 -2.849365  0.000
H: -7.157822 -1.353936 -2.620351  0.000
H: -1.191908 -0.062940 -4.339809  0.000
H: -1.013594 -0.302487 -6.075031  0.000
H: -5.551690 -3.157758 -1.711306  0.000
H: -4.934141 2.282072 0.937236  0.000
H: -3.097768 2.629197 -7.401176  0.000
H: -7.692654 -0.665103 0.098580  0.000
H: 5.167023 0.418476 -1.049353  0.000
H: -3.480349 2.339818 -0.063255  0.001
H: -7.399297 -1.934228 1.285029  0.000
H: 5.981611 0.019449 1.281973  0.001
H: -2.857793 1.399062 -6.151810  0.000

Atoms 1-3, force components in eV/Å:
-0.89 -0.07 -0.17
0.17 0.11 0.03
0.68 0.05 0.13

Record 2
Computed, not measured: 8 unconnected molecules or ions with the total composition C33H50F8N4O7, with wB97M-V/def2-TZVPD.

LUMO: 0.004 Ha
HOMO energy: -9.7 eV

Each line ends with the Mulliken charge.
Geometry (Å):
F: -0.804375 2.892786 -3.194528  -0.346
F: -1.271571 0.690956 -3.203701  -0.200
F: -1.276118 0.301646 3.429945  -0.269
F: 0.051637 2.641014 -0.573586  -0.263
F: 1.212262 1.472339 -2.009740  -0.342
F: 0.614205 -1.016525 2.312522  -0.349
F: -1.181552 -1.283641 1.106191  0.089
F: 0.064280 1.776270 2.518748  -0.257
O: -3.806226 -0.384878 2.100614  -0.587
O: -4.230595 1.898469 -3.353654  -0.527
O: -0.289075 0.420939 -0.788879  -0.659
O: -3.972510 -2.152566 0.816038  -0.047
O: -4.520967 3.039911 -5.222769  -0.388
O: 5.659433 4.617467 4.768769  -0.556
O: 4.710735 2.639493 5.106095  -0.385
N: 3.873064 -0.170786 0.375365  -0.384
N: -3.313983 -3.563834 -3.232555  -0.616
N: 5.599806 5.089962 0.044452  -0.502
N: -0.001590 -2.540171 6.218147  -0.486
C: -0.854096 0.794228 2.219821  -0.014
C: 0.607106 -0.035687 0.251030  -0.771
C: 3.624944 1.863654 4.594683  -0.472
C: -4.170831 1.931758 -4.526080  0.443
C: -4.459098 -1.046155 1.366532  0.312
C: -6.244654 -2.122726 0.179582  -0.782
C: -0.012119 1.605890 -1.399307  0.994
C: -4.104923 1.349261 -6.842755  -0.546
C: 4.037847 3.812776 3.167976  -0.114
C: 5.468308 -1.602933 -1.073517  -0.387
C: -4.389505 2.849212 -6.627501  -0.419
C: 4.869584 3.803045 4.438483  0.297
C: -3.629352 0.892947 -5.464738  -0.140
C: 4.567397 -0.795559 -0.272820  0.227
C: -0.227837 -0.359583 1.456238  1.247
C: -5.855657 -0.785679 0.841274  -0.377
C: 4.646753 4.761441 -0.475261  -0.072
C: 6.863291 -1.744672 -0.463843  -0.439
C: -2.638527 -4.675497 2.722394  -0.606
C: -1.185706 -5.382932 -0.894980  -1.376
C: -0.648915 -3.977135 -1.144925  -0.672
C: 7.516872 -0.441537 -0.015596  -1.139
C: -1.097756 1.763167 -2.429739  0.176
C: -1.755436 -2.926397 -1.259596  2.013
C: 3.402591 4.325410 -1.140910  0.451
C: -0.899994 -3.377487 3.931837  0.679
C: -2.629157 -3.291980 -2.358922  0.111
C: 2.245645 5.254673 -0.901579  -0.423
C: -1.942141 -4.480603 4.075798  -0.625
C: -0.375736 -2.895744 5.200649  -0.042
C: 3.119053 2.588182 3.310811  0.530
C: -4.927310 -2.827632 -0.056626  -0.153
C: 1.839791 5.410113 0.539841  -0.897
H: -1.928774 -4.964984 1.943927  0.133
H: -1.508944 -5.804524 -1.846085  0.402
H: 4.758858 3.686016 2.357586  0.081
H: -2.538578 0.916959 -5.389904  0.094
H: 3.966166 0.855799 4.372198  0.296
H: -2.301153 -2.859023 -0.322049  -0.607
H: 3.726403 4.280968 -2.182929  0.441
H: 2.089068 2.862568 3.522873  0.103
H: -6.812360 -1.900752 -0.726612  0.395
H: -1.320551 -2.560121 3.341279  -0.506
H: -0.403926 -6.040873 -0.522114  0.386
H: 3.497392 4.734385 2.994373  0.190
H: 1.428505 0.649420 0.444606  0.060
H: 2.711358 5.749126 1.114547  0.324
H: -6.971618 -2.675535 0.776492  0.283
H: 0.131437 -3.719118 -0.421131  0.353
H: 7.566200 -2.230893 -1.142675  0.310
H: 6.904324 0.181721 0.635400  0.322
H: -2.013838 -5.315625 -0.192770  0.261
H: -0.055514 -3.941521 -2.068385  0.436
H: 2.808216 1.811982 5.310809  0.257
H: 8.450612 -0.649255 0.505503  0.331
H: -5.819599 0.030708 0.123120  0.258
H: -3.373499 1.163404 -7.624416  0.325
H: 3.150459 3.370639 -0.685257  -0.275
H: -4.617640 -2.697881 -1.097266  -0.061
H: -5.280546 3.184991 -7.150663  0.304
H: -2.048318 2.082628 -1.982861  0.260
H: -4.832822 -3.882837 0.189492  0.386
H: 3.162638 1.922445 2.453079  -0.230
H: -3.904181 -0.134791 -5.241964  0.376
H: -1.574585 -5.456188 4.389290  0.359
H: 2.360427 6.214276 -1.405607  0.415
H: 7.744559 0.199788 -0.872436  0.298
H: 5.081897 -2.616635 -1.221756  0.281
H: -0.054052 -3.705059 3.315890  0.314
H: 1.095907 6.198909 0.624660  0.368
H: -5.032968 0.866030 -7.149110  0.255
H: 1.452981 4.761303 -1.477887  0.109
H: 6.802655 -2.421953 0.393172  0.288
H: -3.447870 -5.409358 2.738831  0.465
H: -3.571228 3.478557 -6.983250  0.255
H: -6.524326 -0.539774 1.659256  0.338
H: -1.731786 1.247207 1.755360  0.244
H: -3.135433 -3.747343 2.428436  -0.137
H: 1.071517 -0.955390 -0.110378  0.275
H: -1.301654 -1.961305 -1.481404  -0.515
H: -2.709846 -4.151274 4.778367  0.339
H: 1.516357 4.510255 1.065170  0.122
H: 5.460417 -1.222692 -2.100556  0.297

Atoms 1-3, force components in eV/Å:
0.41 -1.04 -0.07
0.49 0.03 -0.08
0.28 0.12 -0.65

For each record above, in turn, the calculated energy above the lowest of the compared OMol25 structures with the same formula, charge and spin values are 17.2; 0.0 kJ/mol.
For each record above, in turn, the calculated E values are -5788.95133; -2832.06966 Eh.